1.
Below is a molecular structure, C35H47N5O4PS2Ti in a non-equilibrium geometry, with properties calculated with ωB97M-V with the def2-TZVPD basis set.

Geometry as ORCA input:
```
! RIJCOSX wB97M-V def2-TZVPD def2/J DEFGRID3
* xyz 3 1
C 3.95817 -1.97054 3.03787
C 1.88969 4.23468 0.08821
H -4.53920 2.84528 -3.50380
H -1.35696 0.23093 6.37825
H -3.29959 -0.68307 -1.84363
C 2.07382 -0.42871 -4.52919
H 3.43424 3.11088 -1.92082
H -3.19938 2.88268 -5.57178
C 0.08354 3.20300 1.95119
H -2.38825 1.08640 3.62750
C 0.09687 0.42981 4.78825
C -3.22343 -2.42993 -0.56861
H -0.95133 2.75781 -1.17904
C -0.17596 -0.53941 -2.88584
H 1.81701 6.03584 1.25480
H -0.62988 2.82012 2.67340
C 1.40932 2.94213 -0.04254
H -4.53264 3.25206 -1.21567
H 2.16892 -3.91602 -2.82537
C 2.75407 2.28622 -2.08288
O -1.82495 -2.78988 -0.80736
C 1.69825 2.08422 -1.19774
H 4.53506 -2.82955 2.70516
S -0.21983 -0.85852 3.54692
H 1.10932 -1.92232 -5.70392
H -3.74448 -3.37631 -0.46955
N -4.50995 2.46540 1.02311
H -4.85207 -1.48707 -1.57521
H 3.79071 1.53305 -3.79021
C -3.57999 2.15854 0.11972
N 0.82793 1.06529 -1.35905
C 2.93984 1.41567 -3.12270
H 6.05035 -1.07156 1.41440
H 0.55127 1.24395 4.22496
H 2.27958 -1.91801 -1.30786
C -1.31160 2.78138 -4.54482
H -4.51053 1.99502 1.90845
H 2.57144 4.65621 -0.64390
C -0.81884 -4.14535 1.63519
H 2.23914 -4.97593 -1.40660
C -1.24673 0.79186 5.44890
H 0.21169 5.12398 2.90304
H 2.92545 -2.26843 3.18553
N 2.01897 -0.18698 0.78945
C -2.35287 0.39771 4.46868
C 2.52247 -3.99617 -1.79505
H 1.21368 -4.88699 1.66578
H 2.94054 -0.34620 -5.18023
H 4.37265 -1.60314 3.97403
O 0.49298 -2.94449 -1.06602
H -3.66072 -2.22148 -2.65879
H 5.26894 0.44713 0.93366
H -5.26530 3.10581 0.82903
H -1.09336 -0.50178 -2.31465
C 1.05630 -1.29199 -4.82383
H 0.31982 -5.23559 0.16132
P -0.53037 -2.14375 -0.15535
H -0.05045 -6.12458 1.64088
H -3.33270 0.37788 4.94525
C -2.81582 2.73215 -2.21817
H -0.72070 2.80515 -5.45423
H -1.27813 1.84999 5.70232
H 0.83165 0.03051 5.48833
C 1.99420 0.40265 -3.38837
C 0.23793 -5.14768 1.24437
C 0.89258 0.28928 -2.52136
C 0.55824 4.50035 2.08510
H -0.93051 -1.95251 -4.28506
H -3.31976 -1.89024 0.37131
H -0.96693 -4.13355 2.71091
C 1.94089 -2.88974 -0.95447
N 4.03281 -0.89552 2.01505
H 2.22590 -3.00053 0.09532
C -3.78144 -1.65329 -1.73269
C -2.69904 2.82578 -4.61200
C -0.09299 -1.31847 -4.00922
O -0.44581 -2.76101 1.30650
H -1.76925 -4.37155 1.15892
C -0.68749 2.73716 -3.30575
H -2.48004 -1.32947 3.06051
C 5.36221 -0.28979 1.72612
C -1.96591 -0.98578 3.95747
S -2.47659 0.91360 0.61263
H -2.02725 -1.75412 4.73471
O -0.20952 -0.04048 2.19568
Ti 0.04684 0.47554 0.44025
H 0.39741 2.75690 -3.25068
C 1.46004 5.01413 1.15619
H 5.74095 0.19122 2.62462
C 0.50048 2.40952 0.88399
H 3.61439 -3.92696 -1.79327
C -1.43471 2.71720 -2.13394
C 2.96994 -0.52663 1.36773
N -3.67374 2.74427 -1.06069
C -3.45152 2.80467 -3.44909
*
```

Its energy above the lowest of the compared OMol25 structures with the same formula, charge and spin is 50.09 kJ/mol. Its total energy is -106752.9017 eV. The calculation puts the HOMO-LUMO gap at 6.575 eV.

---

2.
Below is a molecular structure, C34H41AsAuN6S3, with properties calculated with ωB97M-V with the def2-TZVPD basis set.

Geometry as ORCA input:
```
! RIJCOSX wB97M-V def2-TZVPD def2/J DEFGRID3
* xyz 1 3
H 5.59760 0.35534 2.01287
H -2.04266 -0.26626 6.39206
H -4.43382 -2.44640 3.57217
C -1.36541 1.70125 -3.56614
C -2.10603 4.34819 2.02987
H -3.05181 4.87160 1.98915
S 0.64481 -2.85681 1.79852
C -3.62034 -1.27190 -0.68792
C 0.85402 3.35713 -3.51039
H 0.95303 4.52274 3.48354
H 3.67330 -5.71310 0.37727
As -1.57295 1.04258 -0.84943
N -1.43509 -1.00329 3.17998
H -4.15920 -0.78093 -1.50184
H -3.59711 -0.57379 0.14800
H 1.71361 4.01816 -3.48251
H -2.36747 -0.22191 -3.45364
H -2.99760 0.87095 -4.67915
C -0.72714 1.97927 -2.34864
C -1.15332 -0.82027 -1.23108
H 3.73238 -3.24800 -0.03493
C -0.73236 2.46559 1.37249
H 1.40638 2.41202 -0.44191
C 0.02645 0.14843 4.74795
H -1.46233 -5.20006 -3.17539
C 1.30018 -0.40390 -1.85165
C 5.55004 1.40967 2.27019
H 0.96382 -5.26286 0.75910
C 1.08273 3.25959 -1.04925
N 2.96357 -2.81523 0.44757
C -2.59056 0.82508 -3.67082
H 1.35301 0.35685 -1.07512
H -0.86227 -5.61062 -1.57839
N 1.77636 -4.77487 0.41991
C -3.38659 -1.35627 5.10819
H -3.37564 1.14932 -2.98289
S 4.41876 1.69420 3.64611
C -0.84919 2.24604 -4.73836
H 5.27491 1.99636 1.39761
C -1.06852 4.84124 2.81115
H 6.52686 1.72642 2.63104
C -0.71550 -4.93719 -2.42548
H 0.25288 3.31074 -6.87513
S 2.78152 0.26625 1.54447
H -2.91738 -3.70905 -1.44460
C -1.94858 3.17717 1.31150
C -1.25585 -0.51466 4.41882
C 0.26520 3.06762 -4.73516
C -2.07231 -3.03138 -1.51018
C 0.13663 4.14597 2.88144
H -2.77702 2.77558 0.74370
C 0.38123 2.83932 -2.31088
C -0.86054 -3.50209 -1.99986
H -4.20635 -2.14015 -0.38592
H -2.61469 -2.09007 1.90553
C -3.55005 -1.88519 3.84022
H 1.30656 0.10616 -2.81703
C -2.54272 -1.68371 2.90832
C 0.30038 2.96945 2.18487
H 2.39863 -6.47152 -0.58907
H 1.24393 2.44903 2.20029
H 1.15758 -2.96642 -2.45770
H -1.19998 5.75692 3.37169
H 1.96268 3.85238 -1.29340
H -4.15004 -1.48742 5.86328
H 3.14146 -4.98855 -1.16362
Au 0.38369 -0.44531 1.57240
C 0.08347 -1.27869 -1.70933
C 2.93389 0.88229 3.18351
H -1.33999 2.01843 -5.67803
H 0.26927 -5.12809 -2.84994
N 2.07795 0.89215 4.15829
C 0.20192 -2.61486 -2.08138
N -0.51179 1.29834 0.66399
C 2.81445 -5.52073 -0.26918
H 0.77888 4.73926 -5.98346
C 1.88809 -3.50481 0.80671
N 0.87859 0.31918 3.82594
H 0.22751 0.44552 5.77595
H 2.20385 -1.01181 -1.78664
H 0.43426 3.87574 -0.42516
H 3.08828 -1.88130 0.82579
C -2.21907 -0.67105 5.40438
H 1.85997 3.36292 -6.14668
C -2.24181 -1.70721 -1.13110
C 0.81656 3.64927 -6.00747
*
```

Its energy above the lowest of the compared OMol25 structures with the same formula, charge and spin is 0.00 kJ/mol. Its total energy is -141894.7673 eV. The calculation puts the HOMO-LUMO gap (spin up / spin down) at 7.501 / 5.940 eV.

---

3.
Below is a molecular structure, C40H38N2O2PS2V in a non-equilibrium geometry, with properties calculated with ωB97M-V with the def2-TZVPD basis set.

Geometry as ORCA input:
```
! RIJCOSX wB97M-V def2-TZVPD def2/J DEFGRID3
* xyz 1 2
C 7.15600 -2.68262 1.71410
H -3.43316 -4.93275 5.18431
H -0.04018 -5.90555 0.09535
C -3.29785 -5.11568 0.56410
C -5.47286 0.50949 -0.32782
H -4.25459 -5.58430 0.75683
H 0.59751 -0.74535 4.68579
H -1.25799 -5.92073 4.54613
H -3.62529 -2.48876 5.50009
C -3.63381 -0.56453 1.46023
C 5.97713 -0.62021 2.05294
C -4.31499 -0.08943 -0.80640
C -0.32981 -2.67104 4.73519
C -1.21698 -1.08866 -3.02932
H -0.55378 -0.62256 -5.03567
H -3.80599 -3.38323 -4.68774
C 3.13482 -2.58330 3.86102
H 1.47108 -1.96744 5.61080
H -1.64280 -1.04844 5.21699
H 0.65286 1.90488 1.69264
H -2.23636 -2.09847 -6.07657
C 6.03062 -1.89739 1.50181
H -2.91098 -0.99453 2.14707
C -1.99742 -3.13548 0.15105
H 0.72204 -4.48317 4.27390
C -1.24890 -1.18002 -4.42168
H -0.96588 2.57329 1.92028
H 2.92765 -4.18358 2.43548
C -0.84786 -3.91922 0.05834
C -0.92908 -5.29497 0.19266
C -3.08173 -2.60648 -2.82609
H 3.06116 -3.24416 4.72416
C -0.30461 -0.39241 -2.17149
N 1.82562 -2.02030 3.58473
C -5.70476 0.58095 1.03750
O 0.78057 0.16927 -2.16206
C -3.22176 -3.73654 0.43148
C -4.78435 0.04668 1.93075
S 2.46320 -0.58173 -0.02418
H 5.09890 -0.00452 1.88712
H 7.20776 -3.67919 1.28987
S 0.06716 -0.84639 1.93624
C 1.56365 -1.57622 2.32390
H -2.23230 -6.97218 0.48638
C 8.16989 -0.91570 2.98955
C -1.34726 -4.85200 4.68642
H -3.78874 -3.15299 -2.21507
V 0.14862 -0.24310 -0.35725
H 4.67281 -1.77295 -0.15761
H -1.61312 3.73823 -1.15291
H 9.00694 -0.53010 3.55639
C -0.20261 2.32491 1.17501
H 9.10146 -2.80836 2.60333
C -2.56875 -4.29814 5.03756
H -2.41048 3.39109 0.40403
H 4.61017 -3.74075 2.80964
H -4.11351 -3.13017 0.52519
C -0.23454 -4.04050 4.53114
H 3.86261 -1.79514 4.08912
C 4.85630 -2.41482 0.70061
N 3.64385 -2.44562 1.50873
C -2.19671 -2.00385 -4.99969
C -1.56058 -2.11941 5.06634
C -2.14794 -1.77367 -2.23652
C 7.04113 -0.13027 2.79256
O -1.69864 1.71850 -0.63389
C 2.58571 -1.62103 1.33053
C -2.67589 -2.92783 5.21904
C 0.90397 -1.79442 4.69556
P -1.85404 -1.42230 -0.45002
H 6.99617 0.86747 3.20935
H -4.97659 0.09696 2.99497
C -2.25865 3.04336 -0.61547
C -3.40113 -0.64058 0.08598
H -6.19621 0.91701 -1.02231
H 0.10354 -3.43816 -0.15014
H 5.06613 -3.42453 0.33878
C 3.60876 -3.34954 2.64178
H -4.12650 -0.13051 -1.87132
C -2.15974 -5.89382 0.42189
C -3.09229 -2.72376 -4.21148
H -3.21550 2.96498 -1.12271
H 0.10253 3.25454 0.68419
C 8.22534 -2.19154 2.45194
H -6.60532 1.05363 1.40694
C -0.71105 1.35073 0.16549
*
```

Its energy above the lowest of the compared OMol25 structures with the same formula, charge and spin is 0.00 kJ/mol. Its total energy is -105812.4076 eV. The calculation puts the HOMO-LUMO gap (spin up / spin down) at 5.593 / 6.742 eV.